This record from OMol25 describes a structure of composition C34H28Cl2IrN5O2 at a distorted geometry. The level of theory is ωB97M-V/def2-TZVPD.

Output
LUMO energy (alpha / beta) = -2.8 / -4.6 eV
Gap between HOMO and LUMO (alpha / beta) = 7.3 / 5.7 eV
E_HOMO (alpha / beta) = -10.12 / -10.24 eV
Molecular weight = 801.75 g/mol
Charge = +1
2S+1 = 2

CARTESIAN COORDINATES (ANGSTROEM)
O (1.279, -1.406, 1.994)
H (-3.091, -0.234, 3.389)
C (5.172, 1.411, 3.745)
H (1.348, 2.355, -0.142)
H (-1.052, 1.570, -2.908)
C (2.870, -0.694, -2.945)
C (4.269, 1.718, 2.763)
C (5.094, 0.185, 4.420)
C (-1.042, 3.449, -0.093)
H (4.609, 0.655, -2.969)
C (1.046, -2.047, -1.939)
C (0.429, -4.269, -2.680)
H (-5.958, 2.014, -0.780)
H (-1.228, 0.871, 5.069)
H (-0.120, -6.053, -3.745)
C (3.209, 0.841, 2.405)
O (2.357, 1.245, 1.517)
H (-1.986, -2.889, -0.744)
C (-1.060, -2.962, -1.297)
N (-0.467, -0.733, -0.507)
H (0.762, 1.683, 3.367)
H (1.279, -6.233, -2.694)
H (1.102, 1.306, -1.730)
H (3.900, 0.967, -0.342)
H (1.442, -5.378, -4.223)
Cl (6.247, -0.174, 5.659)
H (2.286, -3.304, -3.133)
C (1.330, -3.215, -2.633)
C (-3.073, 3.786, -1.335)
C (-0.772, -4.119, -1.990)
C (3.175, -0.405, 3.081)
C (-1.188, 0.775, 3.999)
H (-2.622, 4.756, 0.526)
H (-4.171, 0.953, 1.615)
H (-6.566, 0.399, -1.129)
N (-1.681, 0.295, 1.911)
H (-3.254, 2.673, -3.159)
C (-5.941, 0.974, -0.447)
H (5.950, 2.119, 3.998)
C (-2.633, 2.890, -2.299)
C (-1.399, 2.272, -2.158)
N (-0.474, 0.906, 1.877)
C (3.450, 0.348, -1.100)
H (-4.512, -0.107, -2.506)
Ir (0.911, 0.180, 0.531)
C (-3.748, 0.545, 0.706)
C (-4.531, 0.458, -0.436)
C (-2.618, -0.444, -1.597)
N (2.390, -0.400, -0.798)
C (0.744, 1.947, -0.944)
C (-0.166, -1.884, -1.259)
H (-1.487, -4.932, -1.979)
H (-4.032, 4.274, -1.447)
N (2.030, -1.024, -1.943)
C (0.774, -5.551, -3.380)
H (-6.387, 0.937, 0.545)
C (-0.169, 1.189, 3.144)
C (3.799, 0.185, -2.441)
H (-0.417, 3.662, 0.767)
C (-1.822, -0.369, -0.447)
C (-2.134, 0.209, 3.175)
H (2.373, -2.380, 3.334)
C (-3.937, -0.045, -1.591)
H (2.743, -1.109, -3.930)
C (2.228, -1.440, 2.784)
C (-2.276, 4.060, -0.229)
C (4.124, -0.711, 4.082)
C (-2.421, 0.141, 0.708)
H (-2.170, -0.803, -2.513)
C (-0.580, 2.554, -1.062)
H (4.072, -1.669, 4.586)
Cl (4.388, 3.225, 1.925)

Cartesian forces (eV/Å) of the 3 atoms listed first:
O 0.16 -0.13 -0.12
H -0.01 0.03 -0.01
C 0.01 -0.01 -0.01

This record from OMol25 describes a cluster of 2 separate species, C3H4N2O in total at a distorted geometry. The level of theory is ωB97M-V/def2-TZVPD.

Output
LUMO energy = 0.6 eV
Gap between HOMO and LUMO = 8.5 eV
E_HOMO = -7.88 eV
Molecular weight = 84.08 g/mol

CARTESIAN COORDINATES (ANGSTROEM)
C (1.017, -1.483, 1.629)
H (-0.497, 1.276, -1.729)
N (0.304, 1.793, -1.399)
C (-0.814, -1.551, 0.082)
O (0.719, 3.964, -0.558)
H (-1.816, -1.222, 0.513)
C (0.345, 2.930, -0.938)
H (-0.863, -2.019, -0.874)
N (0.193, -1.677, 0.836)
H (1.412, -2.011, 2.440)

Cartesian forces (eV/Å) of the 3 atoms listed first:
C 2.83 1.45 1.57
H 0.05 0.20 0.22
N -0.49 1.04 0.51

This record from OMol25 describes a structure of composition C8H18O5Tb at a distorted geometry. The level of theory is ωB97M-V/def2-TZVPD.

Output
LUMO energy (alpha / beta) = -8.1 / -9.7 eV
Gap between HOMO and LUMO (alpha / beta) = 8.9 / 7.7 eV
E_HOMO (alpha / beta) = -17.02 / -17.39 eV
Molecular weight = 353.15 g/mol
Charge = +2
2S+1 = 8

CARTESIAN COORDINATES (ANGSTROEM)
C (1.810, 0.846, 1.401)
H (-0.641, -0.658, 1.265)
O (-0.421, -1.745, -0.412)
H (3.221, 0.005, -2.321)
H (-3.857, 1.204, 1.293)
C (2.652, 0.937, -2.190)
H (1.612, 1.925, 1.554)
H (3.352, 1.783, -2.174)
C (-2.837, 1.332, 0.907)
C (-2.142, -1.214, 1.380)
H (-2.205, 1.816, 1.667)
H (0.518, -2.563, -2.038)
H (2.295, 0.472, 2.313)
H (-3.536, 1.556, -1.123)
H (-0.603, -2.777, 1.447)
H (3.552, 1.352, 0.217)
H (3.075, -0.372, 0.148)
H (1.941, 1.064, -3.014)
H (0.520, -3.580, -0.497)
C (0.584, -2.578, -0.941)
C (2.698, 0.662, 0.186)
H (-3.202, 3.065, -0.270)
O (0.543, 0.282, 1.224)
C (-1.247, -2.361, 0.663)
H (-2.161, -1.054, 2.459)
O (-1.520, 2.075, -0.948)
O (1.914, 0.909, -0.974)
Tb (-0.395, 0.570, -0.838)
H (-1.967, -2.867, -0.006)
O (-2.292, 0.047, 0.680)
H (1.547, -2.172, -0.617)
C (-2.807, 2.043, -0.442)

Cartesian forces (eV/Å) of the 3 atoms listed first:
C 0.77 0.93 1.01
H 1.98 0.94 1.61
O -1.67 0.45 1.31

This record from OMol25 describes a structure of composition C5H10INO2S at a distorted geometry. The level of theory is ωB97M-V/def2-TZVPD.

Output
LUMO energy = 0.1 eV
Gap between HOMO and LUMO = 9.8 eV
E_HOMO = -9.68 eV
Molecular weight = 275.11 g/mol

CARTESIAN COORDINATES (ANGSTROEM)
H (-0.274, 1.791, 0.275)
C (2.090, 0.665, 0.585)
H (0.966, 0.118, -1.613)
O (1.147, -1.810, 0.681)
S (0.671, -0.506, 0.998)
I (3.755, -0.003, 1.753)
H (-0.692, 0.012, -2.292)
H (-2.296, -1.543, -0.529)
H (-1.501, 1.595, -0.872)
H (0.141, -1.671, -1.778)
O (0.399, -0.035, 2.337)
C (-1.125, 1.164, -0.029)
H (-1.212, -2.129, 0.662)
C (-1.714, -1.201, 0.371)
H (-2.190, -0.774, 1.245)
N (1.873, 1.619, -0.259)
H (2.624, 2.300, -0.384)
C (0.025, -0.479, -1.605)
H (-2.036, 1.127, 0.723)
C (-0.649, -0.239, -0.269)

Cartesian forces (eV/Å) of the 3 atoms listed first:
H -0.86 0.04 0.25
C -1.18 1.29 -1.89
H -0.69 -0.94 -0.38